This record from OMol25 describes a structure of composition C21H17F10N5O8PPdS2 at a distorted geometry. The level of theory is wB97M-V/def2-TZVPD.

The geometry in XYZ format:
```
65
C21H17F10N5O8PPdS2 | OMol25 | wB97M-V/def2-TZVPD
Pd 0.3068 1.2010 -1.4278
F 0.0816 -0.4413 1.0012
C -1.2743 -0.5289 1.0939
F -1.6343 -0.1720 2.3975
F -1.6764 -1.8051 0.9307
S -2.3537 0.2536 -0.2882
O -2.1411 -0.6498 -1.4066
O -3.6839 0.4467 0.2139
N -1.5416 1.6669 -0.6438
S -2.1154 3.1241 -0.1834
O -1.1518 4.0581 -0.6596
O -3.4875 3.1675 -0.6010
C -2.0891 3.1544 1.6703
F -0.7646 3.0271 2.0704
F -2.8254 2.2085 2.2793
F -2.4734 4.4088 2.0277
C 0.5807 2.9557 7.1921
C -0.1044 4.0140 6.3511
C -0.8453 3.2834 5.2239
O -0.4886 1.8378 5.2836
C 0.5541 1.6448 6.2985
H 0.0624 2.8528 8.1573
H 1.6028 3.1765 7.3817
H 0.7223 4.6132 6.0427
H -0.7838 4.6720 6.9019
H -0.5709 3.7252 4.2900
H -1.9413 3.4079 5.2570
H 1.4720 1.5584 5.6770
H 0.3568 0.6194 6.6651
C -2.1771 2.9947 -3.7755
O -0.7796 2.8381 -4.2248
P -0.1137 1.4760 -3.7449
O 1.2985 1.5191 -4.4359
C 1.4989 2.7677 -5.1726
O -1.0747 0.3767 -4.4462
C -0.5925 -0.9442 -4.9331
H -2.7884 2.0841 -3.9623
H -2.5429 3.8648 -4.3379
H -2.1653 3.1847 -2.7301
H 1.1178 3.6086 -4.6168
H 1.0133 2.7123 -6.1218
H 2.5652 2.8804 -5.3935
H -0.9878 -0.9787 -5.9854
H -1.1245 -1.6553 -4.2599
H 0.5290 -1.0044 -4.9372
F 1.8192 -3.0921 -3.3910
C 1.8047 -3.7209 -2.1793
C 0.9513 -4.7694 -1.9492
F 0.0594 -5.0114 -2.9593
C 1.0142 -5.6549 -0.8067
C 1.9033 -5.2538 0.2389
C 2.6867 -4.0750 0.1026
F 3.5261 -3.6858 1.1058
C 2.6057 -3.2779 -1.0582
C 3.2448 -1.9932 -1.0314
C 2.5753 -0.8282 -1.4236
N 2.1841 0.2814 -1.6954
C 4.5669 -1.7221 -0.4993
N 5.4614 -1.2323 0.0482
F 1.8828 -5.9358 1.4376
C 0.1543 -6.7827 -0.5628
C -1.1657 -6.7997 -0.9747
N -2.2293 -6.8859 -1.4525
C 0.6100 -7.8791 0.2201
N 0.8766 -8.8868 0.7117
```

Lowest unoccupied orbital energy (spin up / spin down) in eV: -1.203 / -1.280
Net charge: -1
HOMO (spin up / spin down) in eV: -3.7 / -3.6
Orbital gap (spin up / spin down) in eV: 2.48 / 2.36

This record from OMol25 describes a cluster of 2 separate species, C6H24N2O6P2Si2 in total. The level of theory is wB97M-V/def2-TZVPD.

The geometry in XYZ format:
```
42
C6H24N2O6P2Si2 | OMol25 | wB97M-V/def2-TZVPD
N 2.5337 -1.9324 3.6768
P 1.4257 -1.2306 2.5527
O 2.4515 -0.3163 1.6242
Si 0.4831 0.4407 3.8027
O -0.7746 1.0990 2.9377
Si -2.4058 0.9625 3.1783
P 1.6566 2.2824 4.5327
O 2.9253 1.6218 5.3310
O 2.4616 2.7606 3.1629
H 2.8514 -1.3530 4.4402
H 2.1328 -2.7660 4.0846
H 3.3559 -0.6545 1.6569
H -0.0151 -0.2176 5.0447
H -2.6840 -0.2105 4.0341
H -2.9046 2.1916 3.8244
H -3.0675 0.7845 1.8718
H 3.3904 0.9109 4.8796
H 1.8610 2.9561 2.4308
C -0.4657 -0.4562 -5.5141
O 0.4756 -0.0808 -4.5329
C 0.2575 1.1964 -3.9491
C -0.1837 1.0800 -2.5069
N -1.5200 0.5155 -2.4059
C -1.9469 0.1821 -1.0524
C -1.1423 -0.8513 -0.2745
O -1.2425 -2.1712 -0.7698
C -0.3641 -2.4912 -1.8287
H -0.0809 -1.3499 -6.0020
H -1.4498 -0.6855 -5.0895
H -0.5927 0.3286 -6.2667
H -0.4799 1.7587 -4.5308
H 1.2056 1.7394 -3.9836
H -0.1912 2.0823 -2.0655
H 0.5771 0.4937 -1.9729
H -1.5739 -0.3127 -2.9840
H -2.9781 -0.1753 -1.1098
H -1.9643 1.1059 -0.4632
H -1.5534 -0.8848 0.7373
H -0.0873 -0.5647 -0.1754
H 0.5933 -1.9711 -1.7256
H -0.7845 -2.2521 -2.8105
H -0.1852 -3.5654 -1.7896
```

Lowest unoccupied orbital energy in eV: 0.027
Net charge: 0
HOMO in eV: -7.8
Structure (SMILES): NP(O)[Si@H](O[SiH3])P(O)O.COCCNCCOC
Orbital gap in eV: 7.85